(1)
The following is a quantum chemistry calculation of a 3-piece molecular cluster, C4H14NO3 overall, from OMol25.

Element x y z (Å)
C1 0.8649 2.5260 -0.2256
C2 0.2925 1.3762 -1.3191
N1 0.0730 0.0110 -0.8101
C3 -1.1880 -0.0074 -0.1620
C4 -1.0343 0.0161 1.4397
O1 0.3078 -0.2524 1.6891
H1 0.7860 3.4454 -0.7244
H2 0.2727 2.4206 0.6955
H3 1.9493 2.3488 0.1037
H4 0.8553 1.2076 -2.1801
H5 -0.6350 1.8597 -1.5903
H6 0.9147 -0.2964 -0.1319
H7 -1.9367 0.7552 -0.4414
H8 -1.6327 -1.0146 -0.5982
H9 -1.6317 -0.7979 1.9099
H10 -1.3969 0.9802 1.8191
H11 0.3752 -1.8247 1.6769
H12 1.1158 -3.1041 1.1594
O2 0.8160 -2.7486 1.9824
H13 0.4238 -1.6030 -1.7446
H14 -0.1710 -2.7658 -0.9956
O3 0.5790 -2.5320 -1.5527

Total charge: -1
E_HOMO in eV: -3.6888
Maximum force in eV/A: 3.98
Frontier orbital gap in eV: 7.518
Spin multiplicity: 1
Energy above the lowest of the compared OMol25 structures with the same formula, charge and spin in kcal per mole: 53.7

(2)
The following is a quantum chemistry calculation of a 4-piece molecular cluster, C4H14NO3 overall, from OMol25.

Element x y z (Å)
C1 -1.5914 -2.7779 1.3318
C2 -1.3567 -1.6667 0.4536
C3 -0.1725 -0.9319 0.5480
N1 0.0531 0.0928 -0.4439
C4 0.2769 -0.0178 -1.6922
H1 -2.3195 -3.4802 0.8871
H2 -0.7023 -3.4187 1.5167
H3 -1.8837 -2.6129 2.3908
H4 -2.1503 -1.2654 -0.1823
H5 0.6778 -1.1771 1.1867
H6 0.3002 0.9702 0.0223
H7 0.6946 0.8130 -2.2599
H8 0.0710 -0.8880 -2.3098
H9 -2.0962 1.3503 1.6471
H10 -2.3613 1.9070 0.2826
O1 -1.7901 1.2577 0.7334
H11 3.4739 0.2216 -1.5376
H12 2.9291 1.2332 -2.5648
O2 2.6681 0.4658 -2.0379
H13 1.4403 3.9739 0.6528
H14 2.3185 2.9025 0.4158
O3 1.5204 3.0485 0.9598

Total charge: +2
E_HOMO (spin up / spin down) in eV: -17.9671 / -17.9624
Maximum force in eV/A: 2.29
Expectation value of S²: 0.75
Frontier orbital gap (spin up / spin down) in eV: 8.679 / 5.098
Spin multiplicity: 2
Energy above the lowest of the compared OMol25 structures with the same formula, charge and spin in kcal per mole: 37.1

(3)
The following is a quantum chemistry calculation of a 3-piece molecular cluster, C4H14NO3 overall, from OMol25.

Element x y z (Å)
O1 -2.4787 -1.2681 1.0103
C1 -1.6416 -1.0244 0.1695
C2 -0.4291 -0.2466 0.5463
C3 -0.6173 1.2717 0.6437
C4 -1.7284 1.6067 1.6285
N1 0.8286 -0.4606 -0.2424
H1 -1.7929 -1.5599 -0.8505
H2 -0.1963 -0.6673 1.6420
H3 -0.7730 1.9949 -0.3386
H4 0.2500 1.8156 1.0184
H5 -2.6655 1.2083 1.0585
H6 -1.7838 0.9056 2.5265
H7 -1.7044 2.5410 2.1934
H8 0.9396 0.1753 -1.0950
H9 1.0579 -1.3751 -0.5118
H10 1.5974 -0.1392 0.3849
H11 0.9867 -2.0701 -2.4263
H12 0.2320 -3.3649 -1.8592
O2 0.4132 -2.4378 -1.8518
H13 3.3120 1.6131 -0.6346
H14 3.3905 0.4793 -1.8039
O3 2.8031 1.0024 -1.2077

Total charge: +2
E_HOMO (spin up / spin down) in eV: -19.3441 / -19.3050
Maximum force in eV/A: 5.56
Expectation value of S²: 0.76
Frontier orbital gap (spin up / spin down) in eV: 9.074 / 5.666
Spin multiplicity: 2
Energy above the lowest of the compared OMol25 structures with the same formula, charge and spin in kcal per mole: 58.0